A molecular structure, C33H35BrF6IrN6O7S3. Source: OMol25; level of theory: ωB97M-V/def2-TZVPD.

Calculated values
**Lowest unoccupied orbital energy (spin up / spin down)**: -0.47 / -2.11 eV
**2S+1**: 2
**Orbital gap (spin up / spin down)**: 8.04 / 6.60 eV
**HOMO level (spin up / spin down)**: -8.5 / -8.7 eV
**Maximum force**: 0.7 eV/A
**Molar mass**: 1109.99 g/mol

```
92
Properties=species:S:1:pos:R:3:forces:R:3:lowdin_charge:R:1
Ir 0.71794 -0.88312 0.40258 0.4222 -0.2813 -0.1782 1.21
C 0.74337 -3.21969 -1.62079 -0.0051 -0.0028 0.0611 -0.05
N 0.85824 -3.00105 -0.15392 -0.0385 -0.0029 -0.0022 -0.33
C -0.19491 -3.83186 0.46384 0.0476 0.0241 0.0277 -0.07
C 2.20456 -3.46917 0.30716 -0.0084 0.0280 0.0435 -0.13
C 2.64556 -2.71283 1.53046 -0.0651 -0.0282 0.0492 -0.25
C 3.53983 -3.28661 2.42864 0.0094 -0.0035 -0.0050 -0.05
C 3.93980 -2.59116 3.55852 0.0057 0.0176 -0.0095 -0.09
C 3.42491 -1.32304 3.79490 0.0163 -0.0161 -0.0106 -0.09
C 2.53050 -0.75240 2.90025 -0.0126 -0.0194 0.0062 -0.13
C 2.13683 -1.42309 1.74221 -0.2531 -0.1221 0.2125 -0.29
H 0.87386 -4.28589 -1.82482 0.0156 0.0041 -0.0132 0.11
H 1.50234 -2.66084 -2.15106 0.0238 0.0147 0.0003 0.07
H -0.23445 -2.88921 -1.95094 -0.0681 -0.0030 -0.0123 0.07
H -0.15716 -4.83994 0.04343 -0.0035 -0.0044 0.0005 0.10
H -1.17000 -3.39210 0.25871 -0.0051 -0.0080 0.0013 0.10
H -0.03825 -3.90719 1.53516 0.0092 0.0078 0.0164 0.08
H 2.90475 -3.31282 -0.51175 0.0190 0.0388 -0.0278 0.11
H 2.15534 -4.54523 0.50059 0.0244 -0.0104 -0.0410 0.13
H 3.92127 -4.28509 2.24406 -0.0003 -0.0043 0.0017 0.11
H 4.63689 -3.03898 4.25477 -0.0011 -0.0023 0.0026 0.10
H 3.71671 -0.77727 4.68428 0.0013 -0.0021 0.0036 0.10
H 2.14059 0.23550 3.10573 -0.0049 -0.0181 0.0015 0.08
F 2.86400 1.51284 -5.66090 0.0064 0.0046 0.0162 0.15
C 2.79476 2.23050 -4.54476 0.0272 -0.0090 -0.0056 -0.69
F 1.96145 3.25199 -4.73888 -0.0140 0.0100 -0.0087 0.14
F 4.00407 2.71094 -4.26257 -0.0199 0.0020 0.0084 0.14
S 2.14443 1.22400 -3.14648 -0.0361 0.0241 -0.0040 0.63
O 2.12596 2.09812 -2.01003 0.0711 -0.0328 -0.0677 -0.27
O 0.92064 0.64919 -3.61920 0.1715 0.0149 -0.1179 -0.24
N 3.32532 0.14482 -3.10679 -0.1006 -0.0396 0.0358 -0.27
S 3.52585 -0.79012 -1.90198 0.0230 -0.2624 -0.1539 0.61
O 2.40325 -0.83786 -0.97029 -0.2809 0.5769 0.1733 -0.42
O 4.03092 -2.07610 -2.27187 0.0081 -0.0023 0.0170 -0.25
C 4.91575 -0.03735 -0.95008 0.0468 -0.0079 0.0398 -0.66
F 6.06762 -0.33525 -1.54658 -0.0157 0.0083 -0.0237 0.15
F 4.79721 1.28588 -0.90926 -0.0111 0.0145 0.0933 0.14
F 4.93918 -0.52440 0.28836 0.0038 0.0450 0.0200 0.15
Br -3.18293 2.37086 -6.16541 0.0048 -0.0092 0.0054 0.74
C -2.94837 0.92784 -4.95821 -0.0035 0.0050 -0.0061 -0.67
C -3.58203 -0.27838 -5.21474 0.0040 -0.0037 0.0102 -0.13
C -3.40276 -1.33164 -4.33044 -0.0053 -0.0018 -0.0168 -0.07
C -2.60225 -1.17512 -3.20860 -0.0206 0.0066 0.0470 -0.02
C -1.97962 0.04138 -2.96254 -0.0602 -0.0043 0.0550 -0.14
C -2.14951 1.10101 -3.84455 -0.0027 0.0715 -0.0177 -0.07
C -1.11010 0.25231 -1.75298 0.1602 -0.1258 0.0534 -0.62
O -0.75008 1.38663 -1.45383 -0.2886 0.1040 0.1491 -0.04
O -0.80972 -0.82034 -1.09352 -0.0736 0.1487 -0.1980 -0.20
H -4.20103 -0.39050 -6.09399 0.0009 -0.0001 0.0004 0.10
H -3.88951 -2.27883 -4.52378 -0.0017 0.0018 0.0034 0.10
H -2.46138 -1.99171 -2.51469 0.0173 -0.0218 0.0181 0.11
H -1.63795 2.03426 -3.65541 -0.0094 -0.0040 0.0161 0.12
C 5.27540 2.28402 2.24135 -0.0348 -0.0225 -0.0139 -0.01
C 4.01109 2.77343 1.60563 -0.0193 0.0137 -0.0307 -0.31
C 3.82780 4.10787 1.26392 0.0302 -0.0275 -0.0161 0.00
C 2.59908 4.47377 0.74415 -0.0294 -0.0251 -0.0033 -0.10
N 1.60364 3.60654 0.60444 0.0276 -0.0258 0.0241 0.08
C 1.90282 2.35102 0.91748 -0.0199 0.1905 -0.1199 -0.68
S 0.46872 1.31021 0.85172 0.0912 -0.0625 0.0887 0.94
N 3.04309 1.87810 1.38311 -0.0160 -0.0063 0.0174 0.13
H 5.79328 3.09530 2.75085 0.0013 -0.0106 0.0056 0.08
H 5.94570 1.87455 1.48667 0.0153 -0.0306 -0.0661 0.08
H 5.04962 1.48649 2.94746 0.0009 -0.0100 -0.0125 0.08
H 4.61180 4.83619 1.41646 -0.0010 0.0043 -0.0008 0.11
H 2.38977 5.49841 0.45918 0.0005 0.0038 0.0019 0.12
C -6.11425 2.77068 2.31002 0.0079 -0.0369 -0.0139 -0.07
C -6.23837 1.42883 1.59951 0.1025 -0.0128 -0.0181 -0.19
N -4.95253 0.75080 1.35764 0.1141 0.1207 -0.2432 -0.04
C -4.45850 0.79404 -0.02614 -0.1439 0.0529 0.1745 -0.19
C -3.96056 2.18227 -0.41360 0.1937 -0.1208 -0.1127 -0.05
C -4.36644 0.21256 2.44702 -0.0540 -0.1233 0.0486 -0.39
O -4.92255 0.27138 3.53990 0.1536 -0.0312 -0.0674 0.04
C -3.03867 -0.55706 2.42475 -0.3987 -0.1349 0.4283 -0.04
C -2.90382 -1.44150 3.50024 0.1408 0.0278 -0.1071 0.03
C -1.71008 -2.10787 3.70203 -0.0424 0.1562 -0.1992 0.00
C -0.67427 -1.89577 2.81268 -0.2305 0.0276 0.1066 -0.10
N -0.80818 -1.09068 1.74869 0.4324 -0.3701 0.1542 -0.11
C -1.95604 -0.41880 1.58304 -0.1092 0.4494 -0.4693 -0.09
H -7.10651 3.20212 2.44838 -0.0030 -0.0014 -0.0056 0.08
H -5.51515 3.47565 1.73564 0.0196 0.0072 -0.0228 0.06
H -5.66113 2.64014 3.28970 0.0063 -0.0049 0.0134 0.07
H -6.70662 1.55581 0.62311 0.0025 0.0023 -0.0012 0.12
H -6.86386 0.76144 2.19082 -0.0037 -0.0208 0.0049 0.12
H -5.29783 0.51719 -0.66820 0.0070 -0.0397 -0.0047 0.12
H -3.71079 0.02302 -0.18150 0.1310 -0.0280 0.0538 0.10
H -4.78178 2.89689 -0.39219 -0.0247 0.0445 0.0078 0.07
H -3.53470 2.18446 -1.42270 -0.0675 -0.0682 0.1655 0.07
H -3.18926 2.52637 0.27839 0.0275 -0.0082 -0.0430 0.09
H -3.73528 -1.55045 4.17821 -0.0538 0.0031 0.0484 0.12
H -1.56342 -2.77396 4.54015 -0.0115 0.0118 -0.0047 0.12
H 0.28130 -2.36975 2.94799 0.1563 0.0091 -0.0205 0.10
H -1.94419 0.27444 0.75591 -0.1290 -0.0223 -0.0169 0.07
```
Forces are in eV/Å.